[1]
Below is a molecular structure, C5H6GdO2 in a non-equilibrium geometry, with properties calculated with the ωB97M-V functional and the def2-TZVPD basis.

The geometry in XYZ format:
```
14
Properties=species:S:1:pos:R:3:forces:R:3
C -2.354522 0.268690 0.660059 1.095 -0.837 0.226
C -1.260636 -0.258108 0.734412 -1.574 0.634 0.012
C 0.056706 -0.885983 0.847354 0.200 0.032 -0.283
C 1.141194 0.120851 1.154825 0.063 -0.125 0.465
O 2.390193 -0.295895 1.175421 1.346 -1.554 -0.672
Gd 4.090612 -1.923941 0.602569 -1.760 1.698 0.596
H -3.370257 0.622258 0.664512 0.522 0.020 -0.129
H 0.281840 -1.403945 -0.103107 0.016 0.157 0.182
H 0.027733 -1.687939 1.614256 -0.032 0.237 -0.109
H 0.865161 0.977143 1.791684 0.173 -0.245 -0.345
C -0.809334 1.556081 -1.902218 -0.164 0.644 -0.146
O -0.261041 0.631930 -2.640147 0.704 -0.075 -0.257
H -0.012515 1.807950 -1.162146 -0.226 -0.438 0.127
H -0.785132 0.470907 -3.437474 -0.365 -0.148 0.332
```
Forces are in eV/Å.

As for the spin multiplicity: 9. As for the HOMO-LUMO gap (spin up / spin down): 5.5298 / 6.2009 eV. As for the strongest force on any atom: 2.52 eV Å⁻¹. The energy above the lowest of the compared OMol25 structures with the same formula, charge and spin comes out at 1.4 kcal/mol.

=====

[2]
Below is C5H6I2N4 in the gas phase, with properties calculated with the ωB97M-V functional and the def2-TZVPD basis.

The geometry in XYZ format:
```
17
Properties=species:S:1:pos:R:3:forces:R:3
C -0.811784 0.900184 1.810873 -0.009 -0.018 -0.251
C -1.419835 -0.268180 1.041275 0.077 0.164 0.003
I -2.806525 0.500614 -0.413004 0.000 -0.059 0.044
C -0.344020 -1.172926 0.437118 0.022 -0.021 -0.111
I -1.155870 -3.015530 -0.290705 0.046 0.072 0.036
C 0.530206 -0.508416 -0.596961 -0.167 -0.056 0.142
N 1.660272 0.026096 -0.136592 0.086 0.116 -0.197
N 2.428369 0.656980 -1.001093 -0.184 -0.156 0.091
C 1.998639 0.710117 -2.255072 0.049 0.003 -0.002
N 0.874888 0.170970 -2.724971 -0.095 -0.150 0.222
N 0.119491 -0.469934 -1.866785 0.215 0.164 -0.123
H -0.202377 1.530272 1.163717 0.020 -0.013 -0.028
H -0.173057 0.527350 2.611640 -0.006 -0.009 0.093
H -1.600144 1.526673 2.219252 -0.014 -0.036 0.142
H -2.028351 -0.875919 1.705035 -0.076 0.004 -0.040
H 0.302060 -1.464876 1.263324 0.060 -0.026 -0.029
H 2.628037 1.226523 -2.967054 -0.024 0.019 0.008
```
Forces are in eV/Å.

As for the HOMO-LUMO gap: 8.3646 eV. The structure (SMILES) is C[C@@H](I)[C@@H](I)c1nncnn1. As for the strongest force on any atom: 0.30 eV Å⁻¹. The energy above the lowest of the compared OMol25 structures with the same formula, charge and spin comes out at 0.9 kcal/mol.

=====

[3]
Below is C5H6IN in the gas phase in a non-equilibrium geometry, with properties calculated with the ωB97M-V functional and the def2-TZVPD basis.

The geometry in XYZ format:
```
13
Properties=species:S:1:pos:R:3:forces:R:3
H -0.200861 -3.295073 -0.020056 0.077 1.567 0.186
N -0.132008 -2.299027 0.323170 -0.291 -2.395 0.859
C 0.215736 -1.457949 -0.510534 -0.267 1.911 -4.271
C 0.357527 0.009875 -0.156216 0.947 -0.784 1.458
I 2.723231 -0.021627 0.076816 -1.148 0.247 -0.227
C -0.138370 1.149358 -0.909470 -1.270 0.950 -0.554
C -0.803292 1.768978 0.124467 0.324 -1.026 -0.692
C -0.304420 0.660180 1.084600 1.845 1.670 0.880
H 0.331062 -1.587398 -1.737714 -0.001 -0.130 2.995
H -0.076031 1.235445 -1.988087 0.023 0.623 0.052
H -1.497145 2.673832 0.280209 1.376 -1.642 -0.490
H 0.519867 1.048912 1.750300 -0.988 -0.377 -0.365
H -0.995291 0.114494 1.682516 -0.627 -0.614 0.168
```
Forces are in eV/Å.

As for the HOMO-LUMO gap: 8.7360 eV. The structure (SMILES) is [H]/N=C/[C@@]1(I)C=CC1. As for the strongest force on any atom: 4.69 eV Å⁻¹. The energy above the lowest of the compared OMol25 structures with the same formula, charge and spin comes out at 49.8 kcal/mol.